No. 1
DFT (wB97M-V/def2-TZVPD) results for a cluster of 3 separate species, C3F3O3 in total at a distorted geometry.

LUMO level: 2.743 eV
orbital gap: 8.1 eV
charge: -1

Atoms and positions in Å:
1 C -0.30108 1.21235 -0.43303
2 C -0.72854 -1.25881 -2.84318
3 C 0.75371 0.45862 2.13721
4 O 0.98792 -0.71614 2.08082
5 O 0.72528 1.35728 1.31338
6 O 0.45080 1.44957 -1.27327
7 F -2.08618 -1.62971 -2.75788
8 F -0.24145 -1.72994 -1.79990
9 F 0.43955 0.85678 3.57584



No. 2
DFT (wB97M-V/def2-TZVPD) results for a structure of composition C29H26F9MnN7O.

LUMO level (spin up / spin down): -0.063 / -0.065 eV
spin multiplicity: 6
orbital gap (spin up / spin down): 7.2 / 7.5 eV
charge: 0

Atoms and positions in Å:
1 Mn 0.22384 -1.43035 0.45084
2 C 0.06652 0.76744 -2.38226
3 C -0.66032 -0.57098 -2.38384
4 N 0.13266 -1.68657 -1.82939
5 C 1.41960 -1.80342 -2.54445
6 C 2.30471 -2.94624 -2.07471
7 C -0.64375 -2.94055 -1.92014
8 C -1.89097 -2.93446 -1.04944
9 N -1.50554 -2.52807 0.28982
10 C -2.36915 -2.63846 1.32521
11 C -1.89682 -2.33500 2.61894
12 F -0.58767 -1.96438 2.73488
13 C -2.66786 -2.38844 3.75120
14 F -2.10535 -2.08119 4.93072
15 C -4.00081 -2.75489 3.69737
16 C -4.49940 -3.05208 2.44672
17 F -5.78890 -3.40487 2.31899
18 C -3.73067 -2.99559 1.29995
19 F -4.33881 -3.28148 0.12454
20 H -0.65695 1.57861 -2.47386
21 H 0.77114 0.85784 -3.20898
22 H 0.61494 0.91327 -1.44971
23 H -0.97627 -0.82664 -3.40510
24 H -1.56543 -0.48617 -1.78294
25 H 1.95812 -0.86981 -2.38891
26 H 1.22561 -1.89430 -3.62374
27 H 2.40341 -2.94280 -0.98987
28 H 3.30177 -2.81821 -2.49705
29 H 1.94137 -3.92345 -2.38940
30 H -0.00357 -3.74923 -1.57079
31 H -0.91093 -3.14213 -2.96707
32 H -2.29774 -3.94985 -1.07675
33 H -2.66279 -2.28761 -1.48430
34 H -4.61645 -2.80414 4.58215
35 F 6.18627 -3.95153 3.09450
36 C 5.19316 -3.24645 2.54039
37 C 5.37297 -1.91045 2.22866
38 F 6.54738 -1.32622 2.48420
39 C 4.34854 -1.18100 1.65891
40 F 4.55172 0.11698 1.37296
41 C 3.10084 -1.74363 1.37319
42 O 2.13518 -1.04881 0.82561
43 C 2.95945 -3.09493 1.70444
44 F 1.77119 -3.68140 1.44481
45 C 3.97274 -3.83928 2.27416
46 F 3.77985 -5.12770 2.56713
47 C 1.30888 1.94064 1.49274
48 C -0.12461 1.70761 1.16807
49 N -0.67844 0.55087 0.85961
50 C -2.03027 0.78119 0.69055
51 C -2.29582 2.09066 0.90445
52 N -1.07868 2.67144 1.20879
53 C -0.88438 4.09074 1.43246
54 N -1.25545 4.86016 0.27684
55 N -2.46963 5.47183 0.25054
56 N -2.67368 5.96530 -0.90658
57 C -1.58815 5.66088 -1.70697
58 C -1.33794 5.96315 -3.04792
59 C -0.15544 5.50941 -3.58328
60 C 0.76639 4.77166 -2.81096
61 C 0.53399 4.46969 -1.48813
62 C -0.67047 4.93601 -0.95254
63 H 1.88405 1.04559 1.25985
64 H 1.43106 2.15375 2.55686
65 H 1.72310 2.78065 0.93497
66 H -2.70619 -0.02027 0.44225
67 H -3.20565 2.66477 0.86604
68 H 0.15761 4.26444 1.68831
69 H -1.51817 4.43398 2.24687
70 H -2.05260 6.53060 -3.62854
71 H 0.08108 5.71832 -4.61789
72 H 1.68428 4.43397 -3.27453
73 H 1.24828 3.90156 -0.90941



No. 3
DFT (wB97M-V/def2-TZVPD) results for a cluster of 4 separate species, C4H15NO3 in total at a distorted geometry.

LUMO level: 0.465 eV
orbital gap: 8.8 eV
structure (SMILES): C=C(N)CC.O.O.O
charge: 0

Atoms and positions in Å:
1 C -0.95904 2.07696 0.17004
2 C -0.35120 1.12144 -0.53752
3 N -0.97480 0.23077 -1.42279
4 C 1.16818 0.83117 -0.50679
5 C 1.91016 1.07150 -1.77483
6 H -0.48068 2.78274 0.77354
7 H -2.05904 2.10205 0.02504
8 H -0.51514 0.38676 -2.30143
9 H -1.92620 0.12639 -1.32492
10 H 1.21009 -0.31459 -0.12995
11 H 1.61027 1.41250 0.32720
12 H 1.96602 0.21020 -2.55538
13 H 1.62891 2.02857 -2.20263
14 H 2.98511 1.12637 -1.64245
15 O 0.20647 0.65631 2.61316
16 H 0.35730 1.19862 1.89338
17 H -0.13901 -0.22084 2.42862
18 O -0.39632 -2.60722 2.50658
19 H -0.44750 -2.51857 1.61127
20 H 0.39850 -2.78116 2.86335
21 O -1.58855 -2.61520 -0.48143
22 H -1.93283 -2.66385 0.44909
23 H -1.67071 -3.64093 -0.78117



| no. | molecular weight (Da) |
| --- | --- |
| 1 | 141.0 |
| 2 | 714.5 |
| 3 | 125.2 |